1.
144
Properties=species:S:1:pos:R:3:mulliken_charge:R:1 method="wB97M-V/def2-TZVPD" smiles="CC1(C)CCCC(C)(C)N1O.CC1(C)CCCC(C)(C)N1O.CCOC(=O)OC.CCOC(=O)OC.CCOC(=O)OC.CCOC(=O)OC.CCCC#N.CCCC#N" spin_multiplicity=1 total_charge=0 homo_lumo_gap_ha=0.2959 max_force_ev_per_a=4.7 lumo_energy_ev=0.26
C 14.975 11.269 17.845 -1.954
C 14.059 10.758 16.770 1.967
C 14.926 10.548 15.497 -1.506
C 13.464 9.407 17.277 -1.366
C 12.323 8.906 16.353 -0.755
C 11.177 9.940 16.188 -1.331
C 11.661 11.401 15.839 1.990
C 11.679 11.533 14.313 -1.547
C 10.579 12.308 16.397 -1.825
N 12.984 11.777 16.493 -0.642
O 13.411 13.022 16.101 0.414
H 14.464 11.404 18.799 0.419
H 15.795 10.571 18.015 0.446
H 15.555 12.166 17.626 0.151
H 14.299 10.184 14.684 0.361
H 15.488 11.416 15.151 0.078
H 15.658 9.740 15.504 0.414
H 14.217 8.623 17.366 0.470
H 13.190 9.461 18.331 0.427
H 12.728 8.631 15.379 0.303
H 11.916 7.998 16.798 0.487
H 10.570 9.861 17.090 0.496
H 10.448 9.569 15.467 0.388
H 10.807 11.116 13.810 0.276
H 12.530 10.944 13.972 0.348
H 11.812 12.591 14.087 0.137
H 10.811 13.352 16.185 0.163
H 10.665 12.240 17.481 0.544
H 9.564 12.110 16.054 0.261
H 13.882 12.889 15.275 0.262
C 15.720 16.656 9.571 -1.695
C 17.208 16.251 9.950 2.330
C 17.084 15.420 11.205 -1.816
C 17.750 15.366 8.833 -1.312
C 18.261 16.083 7.514 -0.821
C 19.060 17.324 7.851 -1.296
C 18.608 18.260 9.014 1.651
C 19.907 18.931 9.562 -1.980
C 17.521 19.249 8.571 -1.682
N 18.115 17.444 10.137 0.259
O 17.719 18.326 11.165 -0.458
H 15.541 17.049 8.571 0.316
H 15.128 15.764 9.775 0.489
H 15.309 17.384 10.271 0.247
H 16.382 15.836 11.927 -0.374
H 16.817 14.367 11.115 0.388
H 18.057 15.322 11.686 0.591
H 18.655 14.911 9.237 0.443
H 17.021 14.629 8.498 0.424
H 18.758 15.390 6.836 0.396
H 17.330 16.399 7.044 0.338
H 18.941 17.901 6.934 0.402
H 20.135 17.149 7.815 0.469
H 20.580 18.213 10.031 0.432
H 19.677 19.778 10.208 0.381
H 20.450 19.509 8.814 0.478
H 18.010 20.057 8.027 0.449
H 16.855 19.671 9.324 0.310
H 16.780 18.813 7.902 0.383
H 18.033 17.836 11.928 0.348
C 14.825 17.421 19.516 -0.990
C 13.414 17.972 19.336 -0.475
O 12.946 17.952 17.959 0.068
C 11.633 17.608 17.793 0.514
O 10.841 17.326 18.682 -0.602
O 11.302 17.952 16.500 -0.023
C 9.894 18.194 16.251 -0.926
H 15.274 17.487 20.507 0.536
H 15.587 17.826 18.851 0.048
H 14.819 16.337 19.400 0.342
H 13.292 19.012 19.640 0.152
H 12.737 17.456 20.016 0.424
H 9.629 18.123 15.196 0.277
H 9.660 19.195 16.613 0.306
H 9.253 17.509 16.805 0.351
C 7.631 11.696 12.018 -1.396
C 8.029 12.560 13.228 0.242
O 8.935 13.506 12.744 -0.339
C 9.455 14.401 13.556 0.842
O 9.081 14.654 14.712 -0.612
O 10.463 15.022 12.945 -0.367
C 11.236 15.955 13.593 -0.638
H 7.130 12.254 11.226 0.336
H 6.860 10.954 12.222 0.400
H 8.552 11.200 11.711 0.326
H 8.541 11.920 13.947 -0.037
H 7.144 13.047 13.637 0.350
H 12.269 15.997 13.247 0.270
H 11.366 15.757 14.657 0.199
H 10.779 16.945 13.573 0.476
C 14.356 21.645 15.009 -0.986
C 12.861 21.385 15.294 0.508
O 12.282 22.332 16.172 -0.384
C 12.304 22.088 17.482 0.744
O 12.872 21.168 18.117 -0.484
O 11.540 23.051 18.093 -0.378
C 11.559 23.319 19.467 -0.628
H 14.924 21.192 15.821 0.029
H 14.596 22.708 15.034 0.400
H 14.603 21.140 14.075 0.375
H 12.739 20.376 15.688 -0.295
H 12.277 21.544 14.388 0.338
H 10.620 23.852 19.614 0.246
H 12.360 23.994 19.768 0.260
H 11.703 22.381 20.005 0.291
C 18.652 17.251 18.276 -0.964
C 18.778 18.722 18.883 -0.494
O 17.720 19.522 18.455 -0.129
C 17.566 20.722 18.825 0.564
O 18.182 21.284 19.693 -0.608
O 16.459 21.217 18.252 -0.137
C 15.852 22.449 18.663 -0.412
H 17.752 16.818 18.712 0.241
H 19.457 16.653 18.701 0.465
H 18.672 17.323 17.188 0.252
H 19.652 19.205 18.445 0.368
H 18.738 18.665 19.970 0.322
H 15.545 22.374 19.707 0.308
H 14.942 22.492 18.064 -0.168
H 16.425 23.368 18.545 0.386
C 18.862 12.808 14.348 -1.243
C 18.611 13.344 15.721 0.724
C 19.252 12.508 16.907 -0.539
C 18.676 11.163 17.026 0.275
N 18.246 10.110 17.191 -0.522
H 18.558 11.762 14.308 0.343
H 19.912 12.775 14.057 0.457
H 18.295 13.366 13.604 0.071
H 17.523 13.399 15.738 -0.612
H 19.130 14.302 15.756 0.358
H 18.972 13.055 17.808 0.256
H 20.339 12.431 16.936 0.421
C 15.166 18.049 13.774 -1.005
C 14.659 17.605 15.137 1.166
C 15.347 16.403 15.801 0.557
C 15.405 15.178 15.053 0.053
N 15.448 14.212 14.374 -0.736
H 15.380 17.172 13.163 -0.337
H 16.099 18.611 13.755 0.389
H 14.288 18.459 13.274 0.441
H 13.629 17.258 15.055 -0.635
H 14.625 18.458 15.815 0.110
H 14.833 16.184 16.736 0.120
H 16.409 16.523 16.019 -0.159

---

2.
139
Properties=species:S:1:pos:R:3:mulliken_charge:R:1 method="wB97M-V/def2-TZVPD" relative_energy_kcal_mol=0.0 smiles="O=[N+]([O-])c1ccccc1.O=S1(=O)CCCC1.O=S1(=O)CCCC1.O=S1(=O)CCCC1.CCCCCC.CCCCCC.CCCCCC.CCCCCC" spin_multiplicity=1 total_charge=0 homo_lumo_gap_ha=0.3488 max_force_ev_per_a=2.8 lumo_energy_ev=-0.36
O 3.701 -3.426 -7.574 -0.566
N 4.320 -3.927 -6.637 0.938
O 5.083 -4.895 -6.810 -0.595
C 4.065 -3.362 -5.305 -0.551
C 4.791 -3.781 -4.205 -0.234
C 4.537 -3.241 -2.953 -0.502
C 3.571 -2.302 -2.802 0.018
C 2.827 -1.829 -3.842 -0.613
C 3.062 -2.403 -5.094 -0.222
H 5.441 -4.629 -4.360 0.473
H 5.224 -3.514 -2.165 0.155
H 3.476 -1.849 -1.827 0.620
H 2.146 -1.016 -3.639 0.635
H 2.511 -1.876 -5.859 0.430
O 4.973 -2.038 2.534 -0.702
S 5.515 -2.496 1.276 0.962
O 4.621 -3.049 0.273 -0.488
C 6.607 -1.107 0.517 -0.467
C 7.895 -1.930 0.121 -0.650
C 7.702 -3.427 0.301 -0.291
C 6.858 -3.648 1.560 -0.774
H 6.856 -0.440 1.342 0.416
H 6.169 -0.370 -0.156 0.160
H 8.348 -1.590 -0.811 0.383
H 8.558 -1.623 0.930 0.308
H 8.533 -4.132 0.283 0.410
H 7.111 -3.730 -0.563 -0.026
H 7.329 -3.224 2.447 0.363
H 6.400 -4.599 1.832 0.420
O -2.539 0.907 6.743 -0.683
S -2.947 0.661 5.342 0.996
O -3.978 -0.298 5.011 -0.569
C -3.131 2.247 4.481 -0.947
C -1.765 2.690 3.892 0.109
C -0.718 1.626 4.269 -0.862
C -1.444 0.273 4.424 -0.236
H -3.659 2.981 5.090 0.492
H -3.755 2.033 3.613 0.357
H -1.867 2.861 2.821 -0.136
H -1.441 3.627 4.345 0.334
H -0.334 1.880 5.257 0.422
H 0.024 1.521 3.477 0.294
H -0.953 -0.503 5.011 0.673
H -1.729 -0.131 3.453 -0.411
O 0.062 -5.011 -4.163 -0.675
S -0.517 -4.223 -3.068 1.083
O -0.871 -2.786 -3.160 -0.557
C -1.981 -5.229 -2.475 -0.800
C -1.403 -5.989 -1.246 -0.888
C -0.471 -4.973 -0.532 0.242
C 0.485 -4.537 -1.588 -0.140
H -2.300 -5.845 -3.316 0.449
H -2.759 -4.522 -2.187 0.350
H -2.185 -6.348 -0.575 0.402
H -0.846 -6.836 -1.647 0.410
H 0.095 -5.540 0.207 0.484
H -1.103 -4.256 -0.007 -0.629
H 1.192 -5.350 -1.751 0.395
H 1.003 -3.609 -1.346 -0.132
C -0.428 5.525 -4.550 -1.184
C 0.405 5.143 -3.347 0.268
C 0.976 3.805 -3.423 -0.535
C 2.080 3.593 -2.407 -1.005
C 2.621 2.144 -2.282 0.622
C 3.919 2.009 -1.478 -1.216
H -0.214 4.879 -5.401 0.367
H -0.276 6.565 -4.838 0.299
H -1.483 5.483 -4.278 0.249
H 1.218 5.857 -3.219 0.369
H -0.246 5.119 -2.473 -0.294
H 1.211 3.512 -4.447 0.480
H 0.241 3.063 -3.111 0.057
H 2.930 4.275 -2.440 0.473
H 1.703 3.850 -1.417 0.313
H 1.866 1.513 -1.813 -0.389
H 2.831 1.809 -3.298 0.286
H 4.752 2.538 -1.942 0.465
H 3.787 2.449 -0.490 0.340
H 4.215 0.971 -1.329 0.056
C -7.281 -1.412 2.319 -1.299
C -6.705 -2.687 2.788 -0.396
C -5.188 -2.775 2.358 -0.010
C -4.668 -4.165 2.668 -1.184
C -3.253 -4.470 2.151 -0.019
C -2.160 -3.752 2.961 -1.031
H -8.371 -1.434 2.313 0.373
H -7.005 -1.199 1.287 0.330
H -6.862 -0.511 2.767 0.271
H -6.891 -2.837 3.852 0.320
H -7.231 -3.478 2.255 0.350
H -4.650 -2.152 3.073 -0.043
H -4.860 -2.451 1.370 0.393
H -4.761 -4.402 3.728 0.357
H -5.360 -4.809 2.125 0.428
H -3.060 -5.512 2.406 0.358
H -3.154 -4.288 1.081 -0.001
H -2.350 -3.947 4.017 0.520
H -1.251 -4.146 2.507 0.353
H -2.216 -2.668 2.862 0.023
C 2.150 -0.621 1.540 -1.313
C 0.681 -1.065 1.348 1.009
C 0.076 -0.661 0.033 0.473
C -1.510 -0.762 -0.067 0.116
C -2.111 0.136 -1.106 -0.644
C -2.132 1.571 -0.591 -1.226
H 2.302 0.427 1.280 0.345
H 2.926 -1.026 0.892 -0.177
H 2.478 -0.767 2.569 0.537
H 0.659 -2.136 1.551 0.209
H 0.083 -0.723 2.192 -0.786
H 0.485 -1.216 -0.811 0.035
H 0.463 0.339 -0.160 -0.199
H -1.572 -1.825 -0.300 -0.397
H -1.985 -0.648 0.908 0.161
H -1.511 0.057 -2.013 0.321
H -3.130 -0.222 -1.250 0.389
H -2.554 2.268 -1.315 0.421
H -2.830 1.641 0.243 0.368
H -1.182 1.918 -0.185 0.340
C -4.184 5.707 -1.820 -1.205
C -3.282 6.581 -0.840 -0.571
C -2.721 5.751 0.300 -0.075
C -1.570 6.521 1.012 -1.086
C -1.336 6.097 2.458 0.675
C 0.037 6.685 3.004 -1.142
H -3.580 4.896 -2.228 0.203
H -4.574 6.355 -2.605 0.352
H -5.022 5.161 -1.386 0.387
H -2.503 6.916 -1.524 0.257
H -3.750 7.490 -0.462 0.416
H -2.221 4.853 -0.063 -0.092
H -3.521 5.370 0.935 0.470
H -0.644 6.538 0.437 0.394
H -1.829 7.579 0.977 0.319
H -2.101 6.615 3.036 0.378
H -1.445 5.016 2.552 -0.582
H 0.595 5.846 3.420 0.316
H 0.639 7.017 2.158 0.353
H 0.007 7.443 3.787 0.301